Entry 1:
Here is a molecular structure, C31H30N10OReS3 from the OMol25 dataset. Energies are from ωB97M-V/def2-TZVPD.

XYZ file:
```
76
Properties=species:S:1:pos:R:3:lowdin_spin:R:1
Re -1.358 0.350 -0.274 0.817
C -2.483 3.412 2.770 0.001
C -2.121 2.799 1.453 0.004
N -1.667 1.577 1.412 -0.001
N -1.604 0.944 2.663 0.002
C -1.883 -0.304 2.638 -0.001
S -2.314 -1.128 1.119 -0.020
S -1.821 -1.301 4.056 -0.001
C -0.738 -0.284 5.108 0.000
C 0.676 -0.215 4.586 0.000
C 1.303 1.015 4.436 0.000
C 2.617 1.091 3.987 0.000
C 3.317 -0.068 3.689 0.000
C 2.697 -1.303 3.842 0.000
C 1.385 -1.375 4.283 0.000
C -2.338 3.529 0.209 0.004
C -2.367 4.937 0.212 0.001
C -2.627 5.652 -0.933 0.001
C -2.911 4.978 -2.122 0.002
C -2.900 3.601 -2.161 0.001
C -2.594 2.875 -1.011 0.012
O -2.574 1.528 -1.130 0.089
H -3.170 2.755 3.302 0.000
H -2.954 4.379 2.645 0.000
H -1.595 3.507 3.398 0.000
H -0.784 -0.764 6.086 0.000
H -1.181 0.705 5.195 0.000
H 0.763 1.923 4.681 0.000
H 3.098 2.055 3.890 0.000
H 4.349 -0.013 3.368 0.000
H 3.249 -2.215 3.652 0.000
H 0.915 -2.343 4.411 0.000
H -2.158 5.469 1.129 0.000
H -2.625 6.733 -0.906 0.000
H -3.142 5.537 -3.019 0.000
H -3.123 3.057 -3.068 0.000
N 0.812 3.080 -0.559 0.001
C 0.928 2.292 -1.625 0.000
N 1.880 2.583 -2.499 0.000
C 1.966 1.791 -3.565 0.001
N 2.906 2.042 -4.468 0.002
N 1.158 0.720 -3.796 0.005
C 0.267 0.506 -2.872 0.002
N 0.076 1.231 -1.753 -0.001
C -0.655 -0.640 -3.055 0.013
C -0.708 -1.353 -4.236 -0.002
C -1.652 -2.361 -4.363 0.019
C -2.507 -2.620 -3.303 -0.003
C -2.380 -1.878 -2.144 0.017
N -1.465 -0.905 -2.014 0.003
H 1.420 3.878 -0.491 0.000
H 0.073 2.951 0.109 0.000
H 3.492 2.853 -4.365 0.000
H 2.955 1.487 -5.304 0.000
H -0.027 -1.095 -5.033 0.000
H -1.727 -2.927 -5.282 0.001
H -3.269 -3.383 -3.364 -0.001
H -3.029 -2.053 -1.297 0.000
N 2.757 -1.522 -0.007 0.000
C 1.456 -1.487 0.241 0.014
S 0.790 0.005 0.843 0.009
N 0.710 -2.564 0.070 0.004
C 1.177 -3.846 -0.377 0.000
C 2.142 -4.534 0.345 0.000
C 2.564 -5.777 -0.104 0.000
C 2.011 -6.331 -1.250 0.000
C 1.032 -5.643 -1.953 0.000
C 0.615 -4.393 -1.522 0.000
H 3.302 -0.688 0.137 0.000
H 3.223 -2.381 -0.262 0.001
H -0.272 -2.463 0.298 0.002
H 2.535 -4.124 1.268 0.000
H 3.313 -6.321 0.455 0.000
H 2.338 -7.304 -1.591 0.000
H 0.593 -6.080 -2.840 0.000
H -0.142 -3.842 -2.066 0.000
```

For the frontier orbital gap (spin up / spin down), the calculation gives 0.248 / 0.244 Ha. The value obtained for the total energy is -84209.993 eV. As for the multiplicity: 2. Its net charge is +2. As for the HOMO energy (spin up / spin down): -13.40 / -13.44 eV. The energy above the lowest of the compared OMol25 structures with the same formula, charge and spin is 19.6 kJ/mol.

Entry 2:
Here is 6 unconnected molecules or ions with the total composition C24H64N10O6P2 at a distorted geometry from the OMol25 dataset. Energies are from ωB97M-V/def2-TZVPD.

XYZ file:
```
106
Properties=species:S:1:pos:R:3:lowdin_charge:R:1
C 0.773 1.859 -6.267 -0.089
N 1.128 1.952 -4.847 -0.286
C 0.575 0.900 -4.006 -0.091
P 2.587 2.659 -4.528 0.477
O 3.747 1.858 -4.953 -0.281
N 2.513 4.125 -5.310 -0.299
C 1.380 5.036 -5.213 -0.099
C 3.278 4.289 -6.541 -0.117
N 2.543 2.979 -2.897 -0.288
C 3.775 3.401 -2.279 -0.135
C 1.343 3.394 -2.178 -0.106
H -0.017 1.128 -6.389 0.080
H 1.651 1.588 -6.860 0.083
H 0.409 2.825 -6.623 0.060
H 0.403 1.242 -2.990 0.031
H 1.238 0.028 -3.985 0.079
H -0.413 0.595 -4.348 0.090
H 1.728 6.008 -5.569 0.083
H 0.570 4.730 -5.888 0.072
H 0.999 5.131 -4.206 0.060
H 3.649 5.314 -6.607 0.079
H 4.122 3.604 -6.543 0.070
H 2.675 4.059 -7.431 0.081
H 4.635 2.779 -2.546 0.072
H 4.053 4.422 -2.569 0.085
H 3.725 3.284 -1.195 0.081
H 1.591 4.188 -1.475 0.088
H 0.885 2.559 -1.641 0.046
H 0.563 3.759 -2.843 0.069
C 2.034 -1.995 6.174 -0.093
N 1.307 -1.127 5.250 -0.298
C 2.122 -0.349 4.305 -0.086
P -0.171 -1.648 4.758 0.472
O -0.210 -2.671 3.699 -0.272
N -0.940 -2.144 6.131 -0.301
C -1.127 -1.276 7.281 -0.111
C -1.635 -3.415 6.195 -0.110
N -0.927 -0.241 4.254 -0.284
C -0.880 1.001 4.998 -0.126
C -2.194 -0.427 3.551 -0.107
H 1.726 -1.789 7.205 0.073
H 3.104 -1.840 6.103 0.078
H 1.780 -3.044 5.999 0.083
H 3.175 -0.530 4.500 0.080
H 1.842 0.702 4.322 0.066
H 1.968 -0.711 3.280 0.062
H -2.136 -0.849 7.314 0.086
H -0.959 -1.828 8.209 0.085
H -0.412 -0.455 7.244 0.066
H -1.372 -3.942 7.123 0.081
H -2.723 -3.295 6.188 0.082
H -1.334 -4.072 5.385 0.072
H -1.620 1.056 5.800 0.080
H 0.079 1.072 5.525 0.067
H -0.888 1.838 4.299 0.080
H -2.830 -1.168 4.067 0.089
H -2.033 -0.899 2.578 0.056
H -2.798 0.468 3.430 0.080
C -3.628 -4.884 -1.830 -0.065
N -3.026 -3.700 -2.385 -0.201
C -3.827 -2.921 -3.306 -0.045
C -1.716 -3.408 -2.190 -0.333
O -1.108 -2.522 -2.752 0.000
H -4.582 -4.655 -1.350 0.087
H -2.974 -5.309 -1.068 0.085
H -3.783 -5.645 -2.601 0.092
H -3.278 -2.055 -3.657 0.083
H -4.204 -3.535 -4.127 0.091
H -4.717 -2.552 -2.777 0.085
H -1.266 -4.095 -1.452 0.139
C -4.231 -0.920 0.471 -0.059
N -4.528 0.317 1.152 -0.190
C -3.957 1.535 0.635 -0.043
C -5.450 0.360 2.151 -0.361
O -5.739 1.340 2.796 0.015
H -4.276 -0.772 -0.613 0.086
H -4.928 -1.705 0.756 0.084
H -3.209 -1.260 0.675 0.075
H -4.460 2.402 1.056 0.091
H -2.906 1.615 0.922 0.064
H -4.005 1.575 -0.452 0.089
H -5.905 -0.632 2.328 0.132
C 4.693 -2.088 -0.773 -0.052
N 3.531 -1.554 -1.432 -0.196
C 3.277 -0.130 -1.294 -0.056
C 2.707 -2.367 -2.146 -0.340
O 2.825 -3.569 -2.233 0.016
H 4.763 -1.715 0.251 0.084
H 5.599 -1.850 -1.337 0.095
H 4.602 -3.171 -0.721 0.084
H 3.429 0.148 -0.248 0.082
H 4.008 0.413 -1.896 0.087
H 2.243 0.051 -1.577 0.066
H 1.936 -1.777 -2.673 0.121
C 0.521 -0.961 0.768 -0.049
N -0.059 0.321 0.410 -0.155
C 0.100 1.335 1.435 -0.026
C -0.804 0.450 -0.697 -0.371
O -1.441 1.419 -1.069 -0.004
H 0.035 -1.290 1.687 0.057
H 1.605 -0.912 0.891 0.075
H 0.368 -1.718 -0.004 0.090
H 0.767 0.966 2.205 0.060
H 0.533 2.228 0.982 0.093
H -0.839 1.560 1.944 0.070
H -0.754 -0.480 -1.291 0.119
```

For the frontier orbital gap, the calculation gives 0.326 Ha. The value obtained for the total energy is -71692.930 eV. The SMILES is CN(C)P(=O)(N(C)C)N(C)C.CN(C)P(=O)(N(C)C)N(C)C.CN(C)C=O.CN(C)C=O.CN(C)C=O.CN(C)C=O. As for the multiplicity: 1. Its net charge is 0. As for the HOMO energy: -8.42 eV.

Entry 3:
Here is a gas-phase ion, C4H9N2OS (charge +1) at a distorted geometry from the OMol25 dataset. Energies are from ωB97M-V/def2-TZVPD.

XYZ file:
```
17
Properties=species:S:1:pos:R:3:nbo_charge:R:1
C 1.210 -0.370 0.614 0.602
C 0.354 -1.693 0.441 -0.279
C -1.188 0.038 -0.408 -0.009
C 1.146 2.009 -0.191 -0.439
N 0.785 0.559 -0.219 -0.431
N -0.675 -1.290 -0.685 -0.577
O 2.194 -0.367 1.311 -0.531
S -2.213 0.103 1.079 0.140
H 0.942 -2.434 -0.014 0.252
H -0.330 -1.942 1.377 0.264
H -1.522 0.622 -1.206 0.241
H 2.153 1.974 -0.529 0.245
H 0.437 2.628 -0.852 0.231
H 1.194 2.418 0.921 0.229
H -0.228 -1.179 -1.613 0.460
H -1.314 -2.120 -0.765 0.458
H -2.945 1.044 0.738 0.146
```

For the frontier orbital gap (spin up / spin down), the calculation gives 0.330 / 0.330 Ha. The value obtained for the total energy is -20146.827 eV. As for the multiplicity: 1. Its net charge is +1. As for the HOMO energy (spin up / spin down): -13.78 / -13.78 eV. The energy above the lowest of the compared OMol25 structures with the same formula, charge and spin is 422.0 kJ/mol.

Entry 4:
Here is C4H6 in the gas phase from the OMol25 dataset. Energies are from ωB97M-V/def2-TZVPD.

XYZ file:
```
10
Properties=species:S:1:pos:R:3:nbo_charge:R:1
C 1.255 -0.477 -0.418 -0.692
C 0.367 0.292 0.487 0.076
C -0.991 0.388 0.444 -0.446
C -1.789 -0.437 -0.419 -0.143
H 1.803 0.257 -1.025 0.240
H 0.672 -1.130 -1.069 0.256
H 2.018 -1.026 0.142 0.231
H 0.869 0.932 1.214 0.189
H -1.389 1.193 1.065 0.188
H -2.814 0.008 -0.421 0.101
```

For the frontier orbital gap (spin up / spin down), the calculation gives 0.276 / 0.275 Ha. The value obtained for the total energy is -4240.890 eV. As for the multiplicity: 1. Its net charge is 0. As for the HOMO energy (spin up / spin down): -8.29 / -8.28 eV. The energy above the lowest of the compared OMol25 structures with the same formula, charge and spin is 296.3 kJ/mol.

- Among the records above, which one has the highest net charge?
  C31H30N10OReS3